69
Properties=species:S:1:pos:R:3 method="wB97M-V/def2-TZVPD" total_charge=+2 e_tot_ha=-2592.3882 e_lumo_ev=-7.7 max_force_ha_per_bohr=0.0684
C 0.87745 0.51331 -4.75654
C -0.40368 0.72457 -4.26132
C -0.63873 0.64348 -2.88224
C 0.41748 0.29848 -2.01847
C 1.70938 0.07370 -2.53310
C 1.93803 0.22736 -3.90384
C -2.02737 0.99137 -2.38780
C -2.80825 -0.04872 -1.57127
N -1.98387 -1.00233 -0.79021
Ti -0.16397 0.04112 0.02595
C 2.86100 -0.25776 -1.61047
P 2.31015 -1.23772 -0.18674
H -1.24100 0.95898 -4.92731
H 2.95228 0.10897 -4.28754
H 1.03929 0.56169 -5.82726
H 3.33871 0.64277 -1.18063
H 3.65544 -0.83479 -2.10592
H -2.02615 1.93954 -1.81409
H -2.66317 1.18744 -3.26273
H -3.48482 0.48495 -0.88762
C 3.63169 -1.49124 0.99446
C 1.61732 -2.79481 -0.79684
H -3.44322 -0.65866 -2.24020
C -1.67756 -2.16604 -1.66347
C -2.84766 -1.52535 0.30444
H 1.63286 -0.23825 0.57657
H -2.63081 -2.64531 -1.94523
H -1.15091 -1.86228 -2.57111
H -1.06316 -2.90208 -1.13694
H -3.61919 -2.18060 -0.14028
H -2.25730 -2.10489 1.02044
H -3.34631 -0.70535 0.83543
H 2.43813 -3.48822 -1.04336
H 0.97700 -3.27013 -0.04021
H 1.01820 -2.64533 -1.70558
H 4.48119 -1.98938 0.51896
H 3.95352 -0.51299 1.37535
H 3.26715 -2.10357 1.83289
H -0.05592 -1.42979 0.64864
O 0.88305 1.74361 1.02217
C -0.27169 2.14769 1.37928
N -0.66818 3.22766 2.09770
C -2.04129 3.02245 2.53370
C -2.50330 2.04831 1.43885
O -3.62740 1.86955 0.98291
N -1.35891 1.43660 0.96378
C -1.99484 2.28469 3.89019
C -2.76423 1.14592 4.10338
C -2.68343 0.47108 5.33038
C -1.87106 0.95026 6.35434
C -1.13845 2.12248 6.14837
C -1.19401 2.79142 4.91831
C -2.80918 4.32366 2.56153
C -3.56675 4.66296 3.68379
C -4.25774 5.87481 3.72344
C -4.18328 6.74448 2.62809
C -3.46848 6.37347 1.47995
C -2.76858 5.16265 1.44697
H -0.00783 3.79487 2.62354
H -3.42488 0.79097 3.31152
H -3.25665 -0.44215 5.46391
H -1.79224 0.42145 7.30795
H -0.50005 2.53249 6.92787
H -0.60594 3.69958 4.75660
H -3.61110 3.96794 4.52041
H -4.84487 6.11588 4.61343
H -4.68321 7.71644 2.68147
H -3.45166 7.03034 0.60297
H -2.20221 4.87106 0.55772

92
Properties=species:S:1:pos:R:3 method="wB97M-V/def2-TZVPD" total_charge=-1 multiplicity=2 de_lowest_kcal_mol=17.5 e_tot_ha=-4724.7418 e_lumo_ev="2.5 / 2.5" s2=0.756 max_force_ha_per_bohr=0.0449
Ca -0.59427 -1.51486 -0.08566
C -0.60917 -2.20336 5.08724
C -1.34257 -2.86426 4.09794
N -0.58297 -3.12776 3.04444
N 0.62803 -2.64666 3.31374
C 0.65003 -2.08816 4.53684
B 1.87633 -2.87946 2.44594
N 2.40473 -1.56646 1.85424
C 3.66163 -1.10346 1.98794
C 3.84053 -0.07326 1.09224
C 2.61163 0.01754 0.43614
N 1.76263 -0.87646 0.90794
N 1.55623 -3.81066 1.28024
C 2.04133 -5.05026 1.10484
C 1.59673 -5.51566 -0.11506
C 0.82943 -4.46266 -0.61886
N 0.82013 -3.45486 0.23514
H -0.93767 -1.88476 6.05814
H -2.37197 -3.16896 4.12864
H 1.54553 -1.65086 4.93414
H 2.72663 -3.37246 3.12874
H 4.33263 -1.52786 2.71044
H 4.71343 0.52734 0.93484
H 2.33423 0.68744 -0.35166
H 2.65533 -5.52236 1.84554
H 1.81333 -6.46006 -0.57366
H 0.30023 -4.39366 -1.55086
N -1.19087 -0.20156 1.81054
C -2.58187 -0.07446 2.18304
C -3.44067 0.11774 0.92304
N -3.11987 -0.84766 -0.10316
C -3.97367 -2.00776 -0.18566
C -3.48087 -3.07436 0.79664
N -2.10477 -3.36116 0.47544
H -0.61637 -0.41446 2.61584
H -0.85597 0.66794 1.40064
H -2.77727 0.78044 2.85754
H -2.87327 -0.98516 2.71184
H -3.24137 1.12084 0.53934
H -4.50337 0.06754 1.21394
H -3.02917 -0.39806 -1.00376
H -3.88747 -2.42386 -1.19186
H -5.03587 -1.76486 0.01384
H -4.15027 -3.95466 0.74324
H -3.52497 -2.67806 1.81254
H -2.03377 -3.93016 -0.35966
H -1.60907 -3.80126 1.24194
N -0.89347 -1.99286 -2.16796
C -0.01617 -1.70076 -3.06496
C -0.18697 -2.00096 -4.45996
C 0.75263 -1.64486 -5.39336
C 1.92073 -0.98286 -5.02896
C 2.13673 -0.69546 -3.68346
C 1.21823 -1.04266 -2.73256
H -1.09247 -2.51416 -4.76016
H 0.58353 -1.87656 -6.44016
H 2.64923 -0.70006 -5.77556
H 3.04723 -0.18896 -3.38216
H 1.38363 -0.82756 -1.68666
C -1.54287 1.80094 -3.06106
Ge -0.77227 1.69874 -1.17466
C -1.83157 3.33224 -0.44506
C -2.18557 3.43794 0.89684
C -3.00177 4.44734 1.37794
C -3.45747 5.43214 0.52044
C -3.08847 5.37724 -0.81266
C -2.30977 4.33434 -1.27936
C 0.99003 2.67484 -1.50826
C 1.50893 2.74984 -2.77696
C 2.83703 3.11024 -3.03706
C 3.70163 3.36634 -2.01036
C 3.23833 3.30994 -0.68206
C 4.10513 3.52124 0.40894
C 3.65053 3.47624 1.69514
C 2.28653 3.25344 1.93454
C 1.43173 3.01674 0.89624
C 1.86943 3.00524 -0.44006
H -1.43647 2.76634 -3.55126
H -2.60597 1.55374 -3.05286
H -1.04727 1.05734 -3.67976
H -1.80937 2.71224 1.61114
H -3.27217 4.46894 2.42854
H -4.09437 6.22914 0.88774
H -3.41317 6.15244 -1.49586
H -2.05817 4.30514 -2.32746
H 0.87333 2.50654 -3.61316
H 3.17553 3.16424 -4.06396
H 4.73993 3.61624 -2.19656
H 5.15103 3.71644 0.20304
H 4.33123 3.60424 2.52844
H 1.92073 3.26654 2.95194
H 0.38163 2.85304 1.07814